{
  "formula": "C40H64N2O20",
  "method": "wB97M-V/def2-TZVPD",
  "smiles": "O=C1CCCO1.O=C1CCCO1.O=C1CCCO1.O=C1CCCO1.O=C1CCCO1.O=C1CCCO1.O=C1CCCO1.O=C1CCCO1.O=C1CCCO1.CC(N)=O.CC(N)=O",
  "max_force_ha_per_bohr": 0.096,
  "relative_energy_kj_mol": 0.00,
  "total_energy_ha": -3176.89835,
  "e_homo_ev": -9.573,
  "lumo_ev": -0.1,
  "mol_weight_g_mol": 892.9,
  "symbols": ["O", "C", "C", "C", "C", "O", "H", "H", "H", "H", "H", "H", "O", "C", "C", "C", "C", "O", "H", "H", "H", "H", "H", "H", "O", "C", "C", "C", "C", "O", "H", "H", "H", "H", "H", "H", "O", "C", "C", "C", "C", "O", "H", "H", "H", "H", "H", "H", "O", "C", "C", "C", "C", "O", "H", "H", "H", "H", "H", "H", "O", "C", "C", "C", "C", "O", "H", "H", "H", "H", "H", "H", "O", "C", "C", "C", "C", "O", "H", "H", "H", "H", "H", "H", "O", "C", "C", "C", "C", "O", "H", "H", "H", "H", "H", "H", "O", "C", "C", "C", "C", "O", "H", "H", "H", "H", "H", "H", "C", "C", "N", "O", "H", "H", "H", "H", "H", "C", "C", "N", "O", "H", "H", "H", "H", "H"],
  "coordinates": [[7.808, 2.281, 1.057], [6.670, 1.901, 0.716], [6.069, 0.569, 0.964], [4.610, 0.940, 1.108], [4.468, 1.975, 0.063], [5.768, 2.638, 0.167], [6.320, -0.086, 0.129], [6.452, 0.055, 1.845], [4.026, 0.061, 0.835], [4.283, 1.312, 2.079], [4.398, 1.574, -0.949], [3.678, 2.704, 0.246], [-2.184, 4.266, 0.277], [-2.598, 5.356, 0.486], [-3.445, 6.191, -0.434], [-3.825, 7.300, 0.502], [-2.692, 7.433, 1.526], [-2.229, 6.055, 1.594], [-2.833, 6.559, -1.258], [-4.194, 5.465, -0.748], [-3.886, 8.277, 0.022], [-4.776, 7.185, 1.023], [-2.009, 8.161, 1.091], [-3.162, 7.750, 2.457], [-4.840, 1.783, 4.799], [-4.782, 1.533, 3.632], [-3.812, 0.652, 2.822], [-4.611, 0.564, 1.532], [-5.246, 1.958, 1.461], [-5.611, 2.165, 2.806], [-2.842, 1.090, 2.585], [-3.757, -0.396, 3.117], [-4.047, 0.447, 0.607], [-5.415, -0.170, 1.594], [-4.550, 2.751, 1.190], [-6.059, 1.933, 0.736], [-3.623, -0.597, -2.349], [-3.487, 0.420, -2.975], [-3.056, 0.602, -4.411], [-2.863, 2.131, -4.590], [-2.940, 2.676, -3.158], [-3.533, 1.646, -2.374], [-2.182, -0.040, -4.515], [-3.891, 0.203, -4.988], [-1.915, 2.350, -5.080], [-3.657, 2.600, -5.172], [-1.952, 2.914, -2.762], [-3.567, 3.566, -3.215], [6.102, -5.385, -2.871], [5.388, -4.358, -2.667], [5.760, -3.031, -2.036], [4.518, -2.139, -2.082], [3.432, -3.120, -2.502], [4.092, -4.291, -2.966], [5.997, -3.261, -0.997], [6.617, -2.496, -2.444], [4.315, -1.612, -1.150], [4.538, -1.380, -2.864], [2.935, -3.392, -1.571], [2.653, -2.672, -3.120], [4.241, -3.948, 0.605], [3.486, -4.076, 1.567], [2.055, -3.593, 1.718], [1.956, -3.646, 3.264], [2.843, -4.855, 3.639], [3.849, -4.724, 2.678], [1.899, -2.602, 1.294], [1.384, -4.299, 1.229], [2.241, -2.670, 3.654], [0.956, -3.824, 3.659], [3.113, -5.068, 4.673], [2.356, -5.801, 3.406], [-1.333, 5.187, 5.053], [-0.760, 4.228, 4.521], [0.247, 4.330, 3.401], [0.101, 2.942, 2.763], [-0.214, 2.070, 4.008], [-0.945, 2.952, 4.826], [0.106, 5.219, 2.787], [1.283, 4.545, 3.663], [-0.722, 3.030, 2.054], [0.945, 2.525, 2.213], [-0.853, 1.230, 3.735], [0.727, 1.700, 4.413], [-0.160, -0.319, 1.510], [0.022, -0.040, 0.329], [-0.848, 0.802, -0.593], [0.177, 1.150, -1.660], [1.097, -0.019, -1.706], [1.083, -0.520, -0.404], [-1.507, 0.081, -1.075], [-1.531, 1.518, -0.136], [-0.324, 1.268, -2.621], [0.709, 2.089, -1.505], [0.874, -0.646, -2.570], [2.130, 0.304, -1.834], [0.302, -3.348, -3.198], [-0.402, -3.496, -2.198], [-1.843, -3.962, -2.165], [-1.749, -4.867, -0.884], [-0.889, -4.073, -0.067], [0.060, -3.577, -0.907], [-2.445, -3.075, -1.963], [-2.112, -4.366, -3.141], [-2.676, -4.771, -0.318], [-1.534, -5.918, -1.071], [-1.270, -3.181, 0.429], [-0.458, -4.652, 0.750], [0.843, 0.112, -5.462], [2.263, -0.318, -5.169], [2.730, -1.266, -5.917], [3.059, 0.268, -4.422], [0.543, -0.146, -6.478], [0.909, 1.194, -5.344], [0.084, -0.395, -4.867], [3.685, -1.555, -5.762], [2.056, -1.778, -6.467], [-3.189, -4.623, 4.075], [-1.936, -3.743, 3.941], [-1.987, -2.933, 2.938], [-1.042, -3.843, 4.763], [-3.862, -4.665, 3.218], [-3.846, -4.198, 4.834], [-2.910, -5.629, 4.388], [-2.710, -2.952, 2.232], [-1.182, -2.329, 2.856]],
  "lowdin_charge": [0.07, -0.52, -0.08, -0.17, -0.12, 0.06, 0.13, 0.13, 0.11, 0.13, 0.13, 0.13, 0.11, -0.50, -0.07, -0.18, -0.11, 0.02, 0.14, 0.13, 0.11, 0.12, 0.13, 0.13, 0.14, -0.48, -0.05, -0.16, -0.16, 0.03, 0.11, 0.11, 0.10, 0.12, 0.12, 0.13, 0.10, -0.48, -0.06, -0.12, -0.16, 0.01, 0.11, 0.13, 0.11, 0.11, 0.11, 0.12, 0.05, -0.42, -0.08, -0.15, -0.17, 0.04, 0.11, 0.12, 0.10, 0.09, 0.10, 0.10, 0.10, -0.43, -0.05, -0.12, -0.15, 0.03, 0.11, 0.10, 0.12, 0.08, 0.13, 0.12, 0.08, -0.46, -0.08, -0.14, -0.15, 0.05, 0.11, 0.12, 0.09, 0.10, 0.10, 0.13, 0.08, -0.41, -0.05, -0.15, -0.19, 0.02, 0.11, 0.12, 0.10, 0.13, 0.11, 0.12, 0.09, -0.41, -0.03, -0.13, -0.28, 0.02, 0.11, 0.13, 0.12, 0.14, 0.12, 0.13, 0.00, -0.63, 0.18, 0.00, 0.08, 0.09, 0.06, 0.13, 0.12, -0.01, -0.63, 0.19, 0.04, 0.06, 0.08, 0.08, 0.11, 0.11]
}

{
  "formula": "C18H37GdOP3S",
  "method": "wB97M-V/def2-TZVPD",
  "max_force_ha_per_bohr": 0.102,
  "relative_energy_kj_mol": 0.00,
  "total_energy_ha": -2970.11424,
  "e_homo_ev": [-15.795, -15.795],
  "total_charge": 3,
  "lumo_ev": [-13.0, -11.2],
  "mol_weight_g_mol": 551.7,
  "multiplicity": 8,
  "s2": 16.057,
  "symbols": ["Gd", "P", "P", "P", "H", "C", "C", "H", "C", "C", "C", "C", "C", "C", "C", "C", "C", "H", "H", "H", "H", "H", "H", "H", "H", "H", "H", "H", "H", "H", "H", "H", "H", "H", "H", "H", "H", "H", "H", "H", "H", "H", "H", "H", "H", "H", "C", "C", "C", "C", "C", "C", "S", "H", "H", "H", "H", "H", "H", "O", "C"],
  "coordinates": [[0.530, 0.059, 0.601], [3.017, -0.714, -0.697], [2.531, 1.384, 2.220], [-0.305, -2.459, -0.253], [-0.837, 2.608, 1.503], [-1.343, 1.641, 1.505], [-1.102, 0.635, 2.431], [-0.536, 0.768, 3.359], [2.767, 0.508, -2.040], [4.756, -0.439, -0.225], [3.247, -2.298, -1.574], [1.819, 2.272, 3.653], [4.155, 0.978, 2.987], [3.039, 2.805, 1.167], [-2.003, -2.726, 0.377], [0.045, -4.221, -0.580], [-0.572, -2.011, -2.038], [-2.222, 1.636, 0.894], [-1.646, -0.324, 2.428], [3.572, 0.352, -2.767], [2.792, 1.535, -1.641], [1.782, 0.363, -2.514], [5.387, -0.704, -1.087], [5.015, -1.083, 0.628], [4.952, 0.598, 0.082], [4.160, -2.212, -2.185], [2.385, -2.556, -2.207], [3.366, -3.111, -0.842], [2.314, 3.244, 3.752], [2.008, 1.674, 4.548], [0.746, 2.423, 3.528], [4.721, 1.918, 3.148], [4.757, 0.297, 2.367], [3.952, 0.509, 3.964], [3.496, 3.536, 1.846], [2.160, 3.259, 0.683], [3.775, 2.500, 0.409], [-2.629, -3.217, -0.388], [-2.473, -1.793, 0.718], [-1.910, -3.369, 1.266], [-0.759, -4.616, -1.238], [0.035, -4.762, 0.376], [1.016, -4.362, -1.071], [-1.363, -2.671, -2.432], [0.358, -2.147, -2.621], [-0.906, -0.962, -2.123], [-4.711, 0.832, -1.610], [-4.963, 1.219, -2.937], [-6.113, 1.960, -3.240], [-7.044, 2.272, -2.232], [-6.848, 1.777, -0.949], [-5.705, 1.042, -0.642], [-3.208, 0.055, -1.142], [-2.387, 1.140, -0.895], [-4.241, 0.942, -3.711], [-6.310, 2.322, -4.262], [-7.910, 2.905, -2.465], [-7.578, 1.969, -0.171], [-5.554, 0.641, 0.348], [2.610, -2.273, 2.286], [1.911, -1.550, 1.706]],
  "lowdin_charge": [1.14, 0.71, 0.76, 0.75, 0.09, -0.10, -0.12, 0.08, -0.24, -0.23, -0.23, -0.22, -0.21, -0.24, -0.27, -0.22, -0.27, 0.03, 0.09, 0.08, 0.04, 0.05, 0.08, 0.06, 0.04, 0.08, 0.03, 0.07, 0.08, 0.07, 0.03, 0.09, 0.03, 0.07, 0.07, 0.06, 0.04, 0.09, -0.02, 0.07, 0.09, 0.07, 0.05, 0.08, 0.05, -0.01, -0.62, -0.09, -0.05, -0.04, -0.06, -0.11, 0.82, -0.13, 0.11, 0.13, 0.13, 0.12, 0.10, 0.14, -0.32]
}

{
  "formula": "C5H15ClINOPPd",
  "method": "wB97M-V/def2-TZVPD",
  "max_force_ha_per_bohr": 0.137,
  "total_energy_ha": -1555.30503,
  "e_homo_ev": [-20.161, -21.872],
  "total_charge": 3,
  "lumo_ev": [-11.3, -16.5],
  "mol_weight_g_mol": 404.9,
  "multiplicity": 5,
  "s2": 6.016,
  "symbols": ["C", "I", "H", "H", "H", "Pd", "P", "C", "C", "H", "H", "H", "C", "H", "H", "H", "H", "H", "H", "C", "O", "Cl", "N", "H", "H", "H"],
  "coordinates": [[-0.024, -4.093, -2.554], [1.425, -3.170, -1.251], [-1.003, -3.778, -2.224], [0.107, -5.172, -2.473], [0.195, -3.738, -3.563], [0.172, -0.883, -0.710], [-0.175, 1.089, -2.005], [1.327, 1.627, -2.885], [-1.317, 0.704, -3.364], [-1.613, 2.438, -0.622], [-1.035, 3.344, -2.057], [0.043, 3.084, -0.664], [-0.755, 2.642, -1.265], [-2.302, 0.488, -2.934], [-1.362, 1.556, -4.054], [1.034, 2.359, -3.658], [1.811, 0.756, -3.352], [-0.957, -0.186, -3.892], [2.024, 2.094, -2.170], [2.008, -0.232, -0.525], [3.124, 0.021, -0.388], [-2.136, -0.180, -0.319], [-0.040, -1.500, 1.374], [-0.998, -1.251, 1.637], [0.608, -0.955, 1.960], [0.147, -2.508, 1.476]],
  "nbo_charge": [-0.68, 0.62, 0.25, 0.30, 0.27, 0.68, 1.09, -0.96, -0.95, 0.27, 0.31, 0.29, -0.95, 0.27, 0.32, 0.32, 0.27, 0.27, 0.28, 0.46, -0.28, 0.17, -0.94, 0.43, 0.44, 0.45]
}

{
  "formula": "C28H27N7NbO6",
  "method": "wB97M-V/def2-TZVPD",
  "max_force_ha_per_bohr": 0.060,
  "relative_energy_kj_mol": 0.00,
  "total_energy_ha": -1974.68466,
  "e_homo_ev": -9.540,
  "total_charge": 1,
  "lumo_ev": -5.1,
  "mol_weight_g_mol": 650.5,
  "symbols": ["Nb", "O", "C", "C", "C", "C", "C", "C", "C", "N", "C", "C", "N", "C", "C", "C", "C", "C", "C", "C", "O", "H", "H", "H", "H", "H", "H", "H", "H", "H", "H", "H", "H", "H", "H", "O", "C", "O", "C", "C", "C", "N", "C", "C", "C", "O", "O", "H", "H", "H", "C", "C", "C", "C", "N", "C", "N", "N", "N", "H", "H", "H", "H", "H", "H", "H", "H", "H", "H"],
  "coordinates": [[0.895, 0.338, 0.071], [0.564, -0.694, 1.756], [0.286, -2.023, 2.008], [-0.178, -2.329, 3.276], [-0.632, -3.655, 3.573], [-0.350, -4.718, 2.696], [0.235, -4.451, 1.464], [0.490, -3.085, 1.034], [0.889, -2.814, -0.284], [1.002, -1.588, -0.866], [1.344, -1.585, -2.306], [2.306, -0.402, -2.599], [2.610, 0.380, -1.392], [3.625, 1.186, -1.373], [4.199, 1.723, -0.207], [5.538, 2.314, -0.152], [6.084, 2.847, 1.000], [5.307, 2.887, 2.187], [4.109, 2.188, 2.174], [3.546, 1.659, 1.036], [2.288, 1.143, 1.170], [-0.206, -1.514, 3.975], [-1.306, -3.875, 4.428], [-0.571, -5.749, 3.007], [0.468, -5.194, 0.716], [1.172, -3.649, -0.926], [0.437, -1.543, -2.905], [1.886, -2.497, -2.640], [2.003, 0.272, -3.393], [3.286, -0.812, -2.954], [4.181, 1.307, -2.307], [6.141, 2.379, -1.031], [7.164, 3.231, 0.932], [5.593, 3.556, 2.956], [3.511, 2.114, 3.073], [-1.288, 7.056, 2.249], [-0.948, 6.133, 3.030], [-0.606, 6.029, 4.233], [-0.901, 4.707, 2.401], [-0.752, 3.562, 3.234], [-0.564, 2.332, 2.654], [-0.190, 2.215, 1.385], [-0.450, 3.262, 0.545], [-0.940, 4.455, 1.038], [-0.260, 2.986, -0.932], [-0.620, 3.663, -1.872], [0.257, 1.663, -1.106], [-0.642, 3.652, 4.338], [-0.598, 1.421, 3.216], [-1.168, 5.323, 0.404], [-2.731, -3.056, -3.303], [-4.196, -2.488, -3.080], [-5.116, -3.354, -2.192], [-4.227, -0.991, -2.634], [-3.368, -0.655, -1.456], [-2.271, 0.141, -1.346], [-1.565, -0.153, -0.259], [-2.335, -1.118, 0.383], [-3.348, -1.451, -0.315], [-2.800, -3.997, -3.862], [-2.279, -3.324, -2.339], [-2.108, -2.303, -3.843], [-4.663, -2.441, -4.051], [-4.710, -3.296, -1.154], [-5.095, -4.391, -2.553], [-6.152, -2.989, -2.265], [-5.236, -0.753, -2.309], [-3.967, -0.198, -3.439], [-2.077, 1.010, -1.994]],
  "nbo_charge": [2.29, -0.72, 0.42, -0.26, -0.08, -0.26, -0.09, -0.24, 0.25, -0.61, -0.24, -0.25, -0.52, 0.24, -0.23, -0.13, -0.23, -0.10, -0.25, 0.38, -0.66, 0.25, 0.25, 0.25, 0.22, 0.21, 0.22, 0.22, 0.23, 0.22, 0.21, 0.23, 0.25, 0.24, 0.25, -0.70, 0.73, -0.71, 0.00, -0.19, 0.04, -0.45, 0.01, -0.18, 0.79, -0.49, -0.77, 0.28, 0.21, 0.28, -0.62, -0.22, -0.62, -0.22, -0.19, 0.22, -0.37, -0.03, -0.02, 0.24, 0.20, 0.20, 0.22, 0.23, 0.22, 0.22, 0.24, 0.23, 0.26]
}